Here is a structure of composition C5H20F6O11P3Pt2 at a distorted geometry from OMol25. Energies are from ωB97M-V/def2-TZVPD.

The calculation puts the orbital gap (spin up / spin down) at 8.549 / 5.800 eV. The calculation puts the total energy at -2892.0085 hartree. Its spin multiplicity is 5. The value obtained for the HOMO energy (spin up / spin down) is -0.443 / -0.443 Eh. Its net charge is +1. The expectation value of S² is 6.007. The strongest force on any atom comes out at 0.0812 Eh/bohr.

Geometry (Å):
1 Pt 1.8552 -0.9943 -1.4281
2 Pt 1.3709 2.6391 -1.7714
3 O -0.0429 1.5424 -0.4982
4 P 0.3703 0.9080 0.8108
5 O 1.3883 -0.1936 0.7263
6 F -0.9899 0.5464 1.4527
7 F 0.8512 1.9733 1.8218
8 O 1.4616 0.3316 -3.0931
9 P 0.4175 1.0655 -3.8747
10 O 0.0333 2.4239 -3.2997
11 F -0.7598 0.2058 -4.4005
12 F 1.1085 1.3387 -5.3102
13 O 3.0727 2.9737 -0.6492
14 P 4.0577 1.7944 -0.7877
15 O 3.6194 0.4468 -1.1017
16 F 4.7090 2.0342 0.5641
17 F 5.1432 2.2413 -1.7812
18 C 0.5487 -0.0645 5.0802
19 O -0.8876 0.1044 5.2285
20 H 1.0220 -0.6354 5.9036
21 H 0.6186 -0.5876 4.0991
22 H 1.2196 0.8010 4.9493
23 H -0.9425 0.3748 6.1247
24 C -3.4559 1.4900 -1.1774
25 O -3.3907 0.0569 -0.9598
26 H -3.0462 1.7727 -2.1825
27 H -4.4988 1.7940 -1.0139
28 H -2.8193 1.9380 -0.4375
29 H -3.8523 -0.4263 -1.6127
30 C -0.8190 -3.3560 -1.4493
31 O -0.0687 -2.1315 -1.9701
32 H -0.0625 -4.1059 -1.2081
33 H -1.3413 -3.1370 -0.5227
34 H -1.6008 -3.6755 -2.1469
35 H -0.7063 -1.4394 -2.2478
36 C 4.3300 -2.8907 -1.1553
37 O 3.0401 -2.7920 -0.5372
38 H 4.9852 -3.5434 -0.6172
39 H 4.2832 -3.1869 -2.1892
40 H 4.9093 -2.0196 -0.9348
41 H 2.9868 -3.1663 0.3569
42 C -5.0149 1.2693 2.0374
43 O -3.6154 1.1336 2.3442
44 H -5.0740 0.8484 0.9372
45 H -5.6344 0.6412 2.6762
46 H -5.2274 2.3423 1.9657
47 H -3.5514 1.3142 3.2794

Force components x, y, z for each atom (eV/Å):
0.2 0.0 1.4
1.1 0.5 1.1
0.5 0.3 -0.3
-1.0 0.3 -0.1
-0.3 -0.3 -0.6
1.0 -0.5 0.0
0.2 -0.2 -0.3
-0.5 -0.3 0.4
1.1 1.8 -3.6
-0.9 -1.6 -0.8
0.4 0.4 1.0
-1.1 -0.4 2.2
-1.3 -1.0 -1.5
-0.3 3.3 0.7
-0.5 -1.7 -0.3
1.3 -1.2 0.7
0.1 -0.2 0.1
0.1 -1.0 -1.4
2.0 0.2 -0.6
-0.6 -0.1 -0.5
0.3 -0.1 0.9
-1.0 0.5 0.2
-0.8 0.5 1.3
-0.2 -1.0 -0.8
1.4 1.0 1.1
-0.6 -0.2 0.7
0.4 0.3 -0.4
0.2 0.1 0.4
-1.0 -0.4 -1.2
0.4 1.0 0.2
-1.0 -0.7 0.2
-0.1 0.2 -0.6
0.2 0.5 0.1
0.7 0.1 -0.3
0.2 -0.7 0.4
0.8 -0.1 1.3
-0.8 0.2 -0.4
-0.2 -1.4 0.3
-0.3 0.2 -0.3
-0.2 1.4 -0.7
0.2 0.3 -0.4
1.3 -0.8 -3.1
-0.6 -0.1 0.0
-0.2 0.7 2.2
-0.2 0.4 0.1
-0.6 -0.3 0.4
0.4 0.0 0.4



Here is a structure of composition C5H20FInO5 at a distorted geometry from OMol25. Energies are from ωB97M-V/def2-TZVPD.

The calculation puts the orbital gap at 1.970 eV. The calculation puts the total energy at -867.6463 hartree. The value obtained for the HOMO energy is -0.559 Eh. Its net charge is +2. The strongest force on any atom comes out at 0.0238 Eh/bohr. The calculation puts the energy above the lowest of the compared OMol25 structures with the same formula, charge and spin at 3.576 eV.

Geometry (Å):
1 In -12.5491 -1.9210 18.0641
2 F -8.2624 -1.3456 16.6392
3 C -3.6437 0.6351 18.3262
4 O -4.6698 0.0185 19.1039
5 H -3.9612 1.5656 17.8557
6 H -2.7399 0.7581 18.9229
7 H -3.4237 0.0109 17.4601
8 H -5.3994 -0.1723 18.5098
9 C -5.9106 0.6780 12.3783
10 O -6.5619 1.4013 13.4269
11 H -6.3377 -0.3193 12.2735
12 H -6.0146 1.2325 11.4456
13 H -4.8524 0.5236 12.5890
14 H -6.8536 0.7522 14.0711
15 C -12.2714 1.6708 12.2964
16 O -11.6647 0.9969 13.4027
17 H -13.2862 1.3177 12.1134
18 H -12.2972 2.7445 12.4822
19 H -11.6834 1.5038 11.3939
20 H -10.7199 1.1236 13.2889
21 C -10.3641 3.7911 17.7977
22 O -11.6472 3.2375 17.9853
23 H -9.5876 3.0483 17.9804
24 H -10.3418 4.1542 16.7702
25 H -10.1732 4.6422 18.4513
26 H -12.3241 3.8657 17.7230
27 C -3.6720 -4.1471 14.8522
28 O -5.0415 -4.4769 15.0066
29 H -3.4798 -3.1104 14.5759
30 H -3.1896 -4.1836 15.8290
31 H -3.1546 -4.8190 14.1674
32 H -5.5055 -3.7767 15.4714

Force components x, y, z for each atom (eV/Å):
0.1 0.0 0.0
0.1 0.1 -0.1
-0.2 -0.7 0.5
1.0 0.6 -0.4
-0.2 0.5 0.2
-0.4 0.1 0.1
0.2 -0.4 -0.3
-0.4 -0.1 -0.1
-0.7 0.1 0.1
0.4 -0.4 -0.7
-0.1 -0.1 -0.1
0.1 0.1 0.2
0.4 0.2 0.2
-0.1 -0.1 0.4
0.1 -0.2 -0.1
-0.4 0.1 -0.4
0.1 -0.1 0.4
0.0 0.2 0.0
0.0 0.0 -0.1
0.2 0.0 0.2
-0.3 0.2 -0.4
0.2 -0.7 0.5
-0.3 -0.1 -0.1
0.5 0.2 -0.2
-0.1 0.2 0.2
0.0 0.3 0.0
-0.3 -0.1 0.2
0.9 -0.1 -0.7
-0.4 0.4 -0.4
0.3 -0.3 0.5
-0.5 -0.1 0.1
-0.1 0.2 0.2



Here is a structure of composition C5H20FMgO5 at a distorted geometry from OMol25. Energies are from ωB97M-V/def2-TZVPD.

The calculation puts the orbital gap at 7.588 eV. The calculation puts the total energy at -878.4819 hartree. The value obtained for the HOMO energy is -0.436 Eh. Its net charge is +1. The strongest force on any atom comes out at 0.0299 Eh/bohr. The calculation puts the energy above the lowest of the compared OMol25 structures with the same formula, charge and spin at 0.000 eV.

Geometry (Å):
1 Mg -0.1955 1.1623 -1.2308
2 F 0.1763 0.5014 0.4517
3 C 1.8008 2.3294 2.9086
4 O 1.5009 0.9514 2.8714
5 H 2.2988 2.6817 1.9945
6 H 0.9125 2.9625 3.0873
7 H 2.4625 2.5277 3.7514
8 H 0.9830 0.7854 2.0747
9 C 1.8505 -0.9257 -2.2372
10 O 1.4607 0.4674 -2.1133
11 H 1.1867 -1.5249 -1.6206
12 H 1.7820 -1.2584 -3.2723
13 H 2.8625 -1.0746 -1.8686
14 H 2.2064 1.0111 -2.3919
15 C -2.2212 2.4417 0.7292
16 O -1.9332 2.0411 -0.6507
17 H -1.2812 2.4770 1.2617
18 H -2.6647 3.4391 0.7348
19 H -2.9371 1.7511 1.1633
20 H -2.7189 2.1805 -1.1886
21 C 0.5431 -3.3509 0.8594
22 O 0.8744 -2.1183 1.4476
23 H 1.0407 -4.1348 1.4214
24 H -0.5378 -3.5498 0.8730
25 H 0.8823 -3.4270 -0.1885
26 H 0.5298 -1.4043 0.9058
27 C -1.8992 -1.3513 -1.3143
28 O -1.3364 -0.2999 -2.1165
29 H -1.7102 -2.3245 -1.7597
30 H -1.4463 -1.2848 -0.3285
31 H -2.9752 -1.2072 -1.2049
32 H -1.4969 -0.4746 -3.0492

Force components x, y, z for each atom (eV/Å):
-0.3 -1.0 1.1
-0.2 0.2 -0.7
-0.2 0.3 0.2
0.1 0.3 0.1
0.0 0.0 0.0
0.1 -0.2 -0.2
0.1 -0.2 -0.1
0.0 -0.2 0.0
0.0 -0.5 0.1
0.3 0.4 -0.5
-0.1 0.2 0.1
0.0 0.2 0.0
0.0 0.2 0.0
0.0 0.0 0.0
-0.3 0.5 -0.2
0.2 0.3 0.0
0.0 -0.3 0.1
0.1 -0.1 -0.1
0.2 -0.2 0.1
0.0 0.0 0.0
-0.2 -0.1 -0.3
0.1 -0.1 0.0
0.0 0.0 0.0
0.1 0.0 0.1
0.0 0.0 0.1
0.0 0.4 0.1
-0.5 -0.3 0.5
0.3 0.3 -0.5
0.1 0.0 0.0
0.1 0.0 0.0
0.1 0.0 -0.1
0.0 0.0 0.0



Here is a cluster of 6 separate species, C5H20IO5 in total from OMol25. Energies are from ωB97M-V/def2-TZVPD.

The calculation puts the orbital gap at 8.594 eV. The calculation puts the total energy at -876.4351 hartree. The value obtained for the HOMO energy is -0.196 Eh. Its net charge is -1. The strongest force on any atom comes out at 0.0181 Eh/bohr. The calculation puts the energy above the lowest of the compared OMol25 structures with the same formula, charge and spin at 0.226 eV.

Geometry (Å):
1 I -0.6836 -0.0494 0.2171
2 C -1.6967 -2.4155 -2.9338
3 O -1.9294 -2.9273 -1.6375
4 H -0.6785 -2.0439 -3.0744
5 H -1.9132 -3.2202 -3.6364
6 H -2.3697 -1.5827 -3.1723
7 H -1.7005 -2.2277 -1.0069
8 C -2.9225 2.1482 3.2954
9 O -2.1756 2.5449 2.1626
10 H -2.3621 1.4255 3.8941
11 H -3.0905 3.0267 3.9236
12 H -3.9125 1.7766 3.0114
13 H -1.8776 1.7282 1.7258
14 C 2.7071 1.6724 2.1409
15 O 1.6724 2.4009 1.5400
16 H 2.4631 1.3149 3.1506
17 H 3.0198 0.8094 1.5401
18 H 3.6049 2.2894 2.2511
19 H 1.0573 1.7550 1.1561
20 C 0.4184 1.8235 -3.5879
21 O -0.6476 0.9055 -3.4557
22 H 1.3793 1.3067 -3.7036
23 H 0.2618 2.4631 -4.4560
24 H 0.5105 2.4709 -2.7094
25 H -0.5832 0.5572 -2.5549
26 C 2.2120 -3.0362 1.1901
27 O 1.3751 -3.2647 0.0686
28 H 2.3720 -1.9664 1.3527
29 H 1.7121 -3.4583 2.0741
30 H 3.1685 -3.5433 1.0789
31 H 0.6090 -2.6832 0.1557

Force components x, y, z for each atom (eV/Å):
0.1 -0.1 -0.1
-0.3 0.2 -0.1
0.1 0.0 0.1
0.1 -0.2 0.0
0.2 0.0 0.0
0.0 0.0 0.0
0.0 0.0 0.0
0.1 0.4 -0.1
-0.2 -0.2 0.2
-0.2 -0.2 0.0
0.1 0.0 -0.1
0.1 -0.3 0.1
0.1 0.2 -0.2
0.6 -0.3 0.2
0.1 0.0 0.0
-0.2 0.0 -0.1
-0.2 0.0 0.0
-0.2 0.2 -0.1
-0.2 0.1 0.0
0.3 0.0 0.3
0.1 0.2 -0.1
0.0 0.0 -0.1
-0.2 -0.1 -0.1
-0.1 0.0 0.0
-0.2 -0.1 0.1
-0.9 0.0 0.3
0.5 -0.2 -0.1
0.1 0.0 0.0
0.3 0.2 0.1
0.0 0.0 -0.3
0.0 0.1 -0.1



Here is a cluster of 5 separate species, C5H20N10O5 in total at a distorted geometry from OMol25. Energies are from ωB97M-V/def2-TZVPD.

The calculation puts the orbital gap at 9.645 eV. The calculation puts the total energy at -1126.4995 hartree. The value obtained for the HOMO energy is -0.354 Eh. The strongest force on any atom comes out at 0.0277 Eh/bohr. The calculation puts the energy above the lowest of the compared OMol25 structures with the same formula, charge and spin at 0.049 eV.

Geometry (Å):
1 N 0.6880 4.2184 1.4791
2 C 2.0653 4.1669 1.5228
3 N 2.5481 2.9835 2.0442
4 O 2.7665 5.0509 1.0612
5 H 0.3816 4.9666 0.8819
6 H 0.1833 3.3470 1.3983
7 H 3.5177 2.7597 2.1581
8 H 1.8665 2.4854 2.5912
9 N -2.1305 3.3570 -1.5409
10 C -1.6110 2.3188 -0.8232
11 N -1.4558 1.1610 -1.5176
12 O -1.1445 2.4733 0.3048
13 H -2.3262 4.2420 -1.1143
14 H -2.4526 3.1941 -2.4778
15 H -1.7879 0.9195 -2.4365
16 H -1.1915 0.3012 -1.0513
17 N -2.2588 -4.4063 0.3021
18 C -2.1606 -5.2328 -0.7825
19 N -1.9432 -4.5691 -1.9608
20 O -2.2408 -6.4471 -0.6977
21 H -2.3948 -4.8002 1.2133
22 H -2.2220 -3.3974 0.2095
23 H -1.8098 -5.1038 -2.7957
24 H -1.8901 -3.5685 -1.9200
25 N -0.0563 -2.3520 1.9091
26 C -0.6191 -1.3620 1.1722
27 N -0.2948 -0.0769 1.4980
28 O -1.4261 -1.5954 0.2672
29 H 0.6731 -2.1597 2.5728
30 H -0.0976 -3.2811 1.5263
31 H -0.5755 0.6238 0.8230
32 H 0.6105 0.0481 1.9265
33 N 2.5189 -1.0631 -1.5099
34 C 2.5606 -0.1367 -0.5020
35 N 1.9572 1.0487 -0.7676
36 O 3.1344 -0.3806 0.5536
37 H 2.0965 -0.8312 -2.3890
38 H 2.9932 -1.9358 -1.3832
39 H 1.9315 1.7705 -0.0666
40 H 1.5965 1.2633 -1.6786

Force components x, y, z for each atom (eV/Å):
0.5 0.0 0.4
0.5 0.1 -0.7
-1.1 -0.1 0.0
0.0 -0.2 0.3
-0.2 0.0 0.0
-0.2 0.3 -0.1
0.1 0.4 0.0
0.4 -0.3 0.2
-0.2 -0.4 -0.2
0.9 0.7 -0.5
0.2 -1.4 -0.3
-0.7 -0.5 -0.1
0.1 -0.1 0.2
-0.1 0.1 0.1
-0.4 0.8 0.0
0.0 0.3 0.5
0.1 0.4 -0.1
0.0 -0.4 0.4
-0.1 0.1 0.5
0.1 0.1 -0.2
-0.1 -0.2 -0.1
0.1 -0.1 0.1
0.0 0.1 -0.1
0.1 0.0 -0.5
0.1 -0.1 0.1
-0.1 0.4 -0.3
0.3 -0.6 0.2
-0.1 0.0 -0.3
0.0 0.1 -0.1
-0.1 0.0 0.0
0.0 0.2 0.4
0.0 0.2 -0.1
-0.4 0.4 -0.1
0.8 -0.4 0.4
-0.3 0.2 -0.2
-0.4 0.1 0.1
0.1 -0.2 -0.1
0.0 0.0 0.0
0.3 -0.1 0.1
-0.1 0.0 0.0



Here is a cluster of 5 separate species, C5H20N2O5 in total at a distorted geometry from OMol25. Energies are from ωB97M-V/def2-TZVPD.

The calculation puts the orbital gap at 10.208 eV. The calculation puts the total energy at -688.1558 hartree. The value obtained for the HOMO energy is -0.356 Eh. The strongest force on any atom comes out at 0.0454 Eh/bohr. The calculation puts the energy above the lowest of the compared OMol25 structures with the same formula, charge and spin at 2.900 eV.

Geometry (Å):
1 N 2.1704 1.1461 -0.3801
2 C 2.3488 0.8167 -1.6814
3 N 3.4798 0.0889 -1.9191
4 O 1.7270 1.3049 -2.6331
5 H 2.9548 1.1196 0.2430
6 H 1.3918 1.7826 -0.1380
7 H 3.6412 0.0339 -2.9137
8 H 4.1596 -0.2933 -1.2955
9 C -1.1903 2.6852 0.0255
10 O 0.1855 2.9366 0.2013
11 H -1.5863 1.9147 0.6801
12 H -1.7790 3.5905 0.2459
13 H -1.4517 2.5390 -1.0290
14 H 0.4229 3.6856 -0.3551
15 C 0.2310 -0.7255 1.9476
16 O -0.8149 -1.2554 1.0927
17 H 1.0475 -0.4289 1.2836
18 H -0.0261 0.1549 2.5336
19 H 0.5966 -1.5654 2.5384
20 H -0.7237 -2.1959 1.2626
21 C 0.9716 -2.0123 -3.0103
22 O 0.7863 -2.3910 -1.6245
23 H 1.1264 -2.8967 -3.6238
24 H 0.1131 -1.4277 -3.3223
25 H 1.9303 -1.5015 -3.0287
26 H 0.5995 -1.5914 -1.1212
27 C -3.7721 -0.7329 2.9980
28 O -4.1300 -1.5822 1.8937
29 H -3.0331 -1.1680 3.6745
30 H -3.3497 0.1812 2.5694
31 H -4.7257 -0.5350 3.4835
32 H -3.3017 -1.6772 1.4023

Force components x, y, z for each atom (eV/Å):
-1.2 0.1 0.6
1.2 1.9 -0.6
-0.1 -0.4 -1.5
-0.3 -1.0 1.0
0.1 -0.2 0.0
0.6 -0.4 -0.3
0.4 -0.2 0.2
-0.2 0.0 0.4
-1.4 1.4 -0.7
0.1 0.1 0.4
0.5 -0.3 -0.1
0.2 -0.1 0.4
0.3 -0.8 0.1
0.0 -0.1 0.0
0.7 -0.5 -1.1
0.1 0.3 0.8
0.1 0.1 0.2
-0.6 -0.3 0.1
0.1 0.4 0.5
-0.4 -0.2 -0.5
0.6 -0.2 1.3
-0.1 -0.4 -0.4
-0.5 -0.3 0.2
0.2 0.2 -0.5
-0.3 0.6 -0.5
-0.1 0.0 -0.1
-0.5 0.0 -1.0
0.9 0.0 0.4
-0.2 -0.2 0.1
-0.1 0.2 0.4
0.3 0.2 0.4
-0.3 -0.1 -0.2